{"formula": "C7H14NO5P", "method": "ωB97M-V/def2-TZVPD", "species": ["C", "C", "C", "C", "C", "C", "C", "N", "O", "O", "O", "O", "O", "P", "H", "H", "H", "H", "H", "H", "H", "H", "H", "H", "H", "H", "H", "H"], "xyz": [[-0.569742, 2.273655, 0.796107], [-0.202741, 0.393969, -1.344297], [1.865171, 0.126221, 0.339338], [0.914438, -0.555546, -0.683033], [2.326940, -0.715574, 1.438418], [1.923558, -1.173326, -1.772135], [-3.359648, 0.165693, 0.848433], [2.348900, 1.356883, 0.125899], [2.156958, 1.916486, -1.020243], [2.871544, 2.012823, 1.032881], [-2.311018, 1.886413, -1.256249], [0.216331, -1.576416, -0.077753], [-2.041247, -0.031284, 0.443586], [-1.382488, 1.208755, -0.360173], [-0.567180, 2.062286, 1.853824], [0.198760, 2.996179, 0.583887], [0.384667, 1.220189, -1.805785], [-0.612379, -0.226949, -2.171624], [3.123682, -1.429549, 1.014703], [1.536440, -1.278669, 1.810116], [2.809937, -0.130037, 2.195913], [1.563741, -0.900434, -2.792137], [1.919741, -2.265214, -1.694399], [2.888916, -0.724095, -1.556828], [-4.138368, 0.455222, 0.067983], [-3.395956, 0.904327, 1.665754], [-3.714905, -0.846076, 1.144223], [-0.532715, -1.130527, 0.385669]], "forces_ev_per_a": [[0.36, -0.67, 0.81], [3.75, -0.99, -1.16], [-1.81, -2.11, -0.53], [0.33, 1.36, -1.36], [2.55, 0.24, -0.96], [-1.62, 0.82, 0.16], [-2.87, -0.83, 0.52], [0.09, 3.79, -2.12], [0.49, -1.39, 1.61], [0.25, -0.68, 0.39], [-0.99, 0.79, -0.16], [-0.71, -0.47, 1.12], [0.98, 0.71, -0.53], [-0.10, 0.14, -0.60], [-0.44, -0.18, 0.25], [-0.07, 0.22, -0.75], [-0.67, -0.47, 0.07], [-0.30, 0.58, 0.74], [-1.09, 0.74, 0.55], [-1.24, -1.12, 0.68], [0.20, 0.25, 0.42], [0.48, -0.10, 0.76], [0.14, 0.27, 0.23], [0.26, -0.32, -0.55], [1.64, 0.04, 0.46], [-0.21, -0.44, -0.13], [0.22, 0.81, 0.43], [0.36, -0.97, -0.32]], "de_lowest_ev": 3.1588, "total_energy_ev": -28497.05856, "total_charge": 0, "homo_lumo_gap_ev": [7.83, 8.05], "homo_ev": [-9.99, -9.49]}